93
Properties=species:S:1:pos:R:3:lowdin_charge:R:1 method="wB97M-V/def2-TZVPD" total_charge=+1 e_homo_ha="-0.3872 / -0.3879" gap_ev="5.669 / 6.323" spin_multiplicity=2 de_lowest_kcal_mol=68.7
Ru 0.307 0.735 -0.491 1.10
C 4.004 -0.670 -3.247 -0.02
C 4.104 0.406 -2.214 -0.27
N 5.271 0.614 -1.678 0.13
C 5.485 1.588 -0.802 -0.09
C 4.499 2.473 -0.416 -0.13
C 4.869 3.640 0.461 -0.20
O 3.986 3.769 1.554 -0.06
C 3.190 2.252 -0.902 -0.08
C 2.114 3.107 -0.536 -0.04
N 0.856 2.943 -0.837 -0.01
C 0.021 4.036 -0.673 -0.33
C 0.461 5.294 -1.123 -0.01
C -0.297 6.428 -0.934 -0.05
C -1.533 6.348 -0.309 -0.07
C -2.013 5.117 0.101 -0.14
C -1.246 3.982 -0.097 -0.52
I -2.014 2.094 0.594 1.20
C 2.950 1.179 -1.825 -0.34
O 1.781 0.941 -2.285 -0.20
H 4.975 -0.806 -3.712 0.09
H 3.261 -0.418 -3.999 0.08
H 3.739 -1.614 -2.774 0.06
H 6.498 1.667 -0.432 0.12
H 4.840 4.550 -0.165 0.13
H 5.902 3.498 0.806 0.13
H 4.338 4.420 2.170 0.10
H 2.389 3.983 0.049 0.14
H 1.413 5.350 -1.630 0.12
H 0.089 7.378 -1.264 0.12
H -2.119 7.235 -0.140 0.11
H -2.970 5.036 0.592 0.10
C -6.183 0.374 3.093 -0.11
C -5.769 0.843 1.713 -0.29
S -5.735 -0.608 0.620 0.67
O -7.015 -1.237 0.558 -0.28
O -4.597 -1.419 0.980 -0.30
C -5.380 0.111 -1.049 -0.18
C -4.808 -0.956 -1.976 -0.12
N -3.440 -1.267 -1.624 0.06
C -2.380 -0.463 -1.850 -0.39
N -1.302 -0.900 -1.215 0.00
C -1.664 -2.026 -0.552 -0.03
C -2.991 -2.275 -0.800 -0.15
N -3.758 -3.396 -0.367 -0.36
O -3.272 -4.060 0.512 0.14
O -4.787 -3.635 -0.960 0.10
C -2.370 0.711 -2.757 -0.02
H -6.068 1.180 3.816 0.09
H -5.556 -0.463 3.393 0.08
H -7.220 0.043 3.080 0.09
H -4.758 1.246 1.697 0.03
H -6.476 1.542 1.280 0.11
H -4.683 0.928 -0.875 0.05
H -6.328 0.479 -1.429 0.11
H -4.837 -0.621 -3.017 0.14
H -5.406 -1.865 -1.878 0.12
H -0.977 -2.596 0.043 0.11
H -2.556 0.384 -3.781 0.10
H -1.383 1.191 -2.715 0.07
H -3.126 1.444 -2.485 0.07
C -0.286 1.036 4.275 -0.18
Si 1.030 0.255 3.095 0.24
C 0.755 -1.647 3.251 -0.17
C 2.793 0.718 3.696 -0.15
O 0.867 0.765 1.619 -0.53
H -0.035 0.804 5.303 0.02
H -1.268 0.629 4.060 0.01
H -0.318 2.113 4.160 0.01
H 0.773 -1.944 4.293 0.03
H 1.536 -2.187 2.724 -0.01
H -0.204 -1.931 2.827 0.02
H 2.907 0.517 4.753 0.02
H 2.988 1.768 3.511 0.01
H 3.521 0.132 3.147 0.02
N 1.043 -1.665 -2.720 0.11
C 1.540 -2.327 -1.662 -0.77
S 1.814 -1.478 -0.224 0.84
N 1.758 -3.639 -1.817 0.09
C 2.244 -4.627 -0.942 -0.24
C 3.018 -4.366 0.180 -0.05
C 3.490 -5.422 0.941 -0.06
C 3.207 -6.733 0.597 -0.07
C 2.434 -6.992 -0.523 -0.07
C 1.960 -5.946 -1.289 -0.03
H 1.177 -0.646 -2.726 0.04
H 0.960 -2.132 -3.610 0.13
H 1.468 -4.027 -2.710 0.16
H 3.262 -3.354 0.455 0.05
H 4.096 -5.214 1.810 0.11
H 3.590 -7.548 1.193 0.11
H 2.203 -8.007 -0.804 0.11
H 1.358 -6.151 -2.162 0.11



85
Properties=species:S:1:pos:R:3:lowdin_charge:R:1 method="wB97M-V/def2-TZVPD" total_charge=-1 e_homo_ha=-0.1379 gap_ev=6.209 spin_multiplicity=1 de_lowest_kcal_mol=1.1
Pd -1.557 -0.978 -0.102 0.29
S -0.929 -2.732 4.238 1.08
C 0.272 -1.568 4.678 -0.48
C 0.527 -0.980 5.914 -0.10
C 1.571 -0.080 6.006 -0.11
C 2.353 0.226 4.886 -0.10
C 2.099 -0.353 3.658 -0.03
C 1.040 -1.257 3.546 -0.30
N 0.671 -1.917 2.382 0.10
C -0.323 -2.715 2.586 -0.53
C -0.978 -3.587 1.589 -0.31
C -1.119 -4.936 1.932 -0.09
C -1.724 -5.819 1.056 -0.12
C -2.200 -5.333 -0.156 -0.12
C -2.067 -3.987 -0.468 -0.17
C -1.457 -3.040 0.381 -0.24
H -0.075 -1.223 6.780 0.10
H 1.789 0.391 6.956 0.09
H 3.171 0.928 4.982 0.10
H 2.692 -0.116 2.785 0.10
H -0.731 -5.299 2.878 0.09
H -1.814 -6.868 1.310 0.09
H -2.677 -6.009 -0.858 0.09
H -2.465 -3.652 -1.421 0.07
C 5.581 -0.210 -4.059 -0.11
C 6.093 0.120 -2.656 -0.26
C 5.033 -0.074 -1.622 -0.65
N 5.045 -1.024 -0.757 0.01
N 3.920 -1.075 0.025 -0.02
C 3.063 -0.143 -0.281 -0.72
N 1.870 0.012 0.345 0.12
S 3.601 0.911 -1.548 1.06
H 6.380 -0.115 -4.797 0.06
H 4.768 0.459 -4.347 0.06
H 5.188 -1.226 -4.087 0.08
H 6.473 1.144 -2.621 0.10
H 6.912 -0.546 -2.382 0.11
H 1.474 -0.822 0.776 0.05
H 1.171 0.578 -0.111 0.04
N 0.324 -2.437 -2.634 0.14
C 1.624 -2.423 -2.159 -0.68
N 1.794 -3.046 -0.958 0.18
O 2.551 -1.938 -2.800 -0.02
H -0.395 -2.329 -1.917 0.01
H 0.219 -1.781 -3.393 0.08
H 0.970 -3.217 -0.398 0.06
H 2.651 -2.822 -0.474 0.07
C -3.883 1.279 1.235 -0.12
C -3.593 1.801 -0.179 -0.69
C -3.779 3.319 -0.167 -0.09
C -4.600 1.153 -1.132 -0.11
P -1.861 1.167 -0.598 0.97
C -0.854 2.313 0.450 -0.35
C -0.480 3.627 0.161 -0.11
C 0.252 4.381 1.066 -0.09
C 0.610 3.845 2.295 -0.09
C 0.243 2.545 2.606 -0.07
C -0.469 1.787 1.686 -0.13
C -1.458 1.605 -2.398 -0.67
C -2.018 0.463 -3.258 -0.13
C -1.966 2.919 -2.995 -0.10
C 0.072 1.542 -2.514 -0.12
H -4.901 1.565 1.520 0.08
H -3.196 1.704 1.969 0.07
H -3.789 0.192 1.275 0.05
H -4.818 3.548 0.097 0.08
H -3.577 3.781 -1.132 0.06
H -3.138 3.791 0.578 0.07
H -5.613 1.317 -0.752 0.08
H -4.428 0.077 -1.201 0.07
H -4.552 1.581 -2.136 0.06
H -0.756 4.080 -0.780 0.08
H 0.541 5.393 0.808 0.10
H 1.181 4.436 3.001 0.10
H 0.530 2.103 3.552 0.09
H -0.717 0.752 1.904 0.07
H -3.106 0.479 -3.310 0.06
H -1.722 -0.504 -2.846 0.03
H -1.630 0.559 -4.278 0.08
H -3.055 2.955 -3.024 0.06
H -1.613 2.991 -4.030 0.08
H -1.610 3.805 -2.472 0.06
H 0.446 0.574 -2.167 0.05
H 0.567 2.335 -1.952 0.06
H 0.362 1.643 -3.564 0.09